ORCA calculation (ωB97M-V/def2-TZVPD) on a 2-piece molecular cluster, C29H44FI2N2O8S4 overall.

Calculated values
E_LUMO = -0.74 eV
charge = -1
total energy = -4130.29908 Ha
gap between HOMO and LUMO = 1.14 eV
HOMO level = -0.069 hartree

Each atom is followed by the atoms it is bonded to, with distances in Å.
Cartesian coordinates (Å):
1 C -6.60734 -4.26119 -0.31495  C2 1.619, H42 1.151, H43 1.153, H44 1.143
2 C -5.32029 -3.34010 -0.65424  C1 1.619, C3 1.635, H45 1.158, H46 1.142
3 C -4.05451 -3.66229 0.32882  C2 1.635, C4 1.605, H47 1.141, H48 1.154
4 C -2.70335 -3.60517 -0.53599  C3 1.605, C5 1.627, H49 1.158, H50 1.157
5 C -1.49292 -2.78467 0.17681  C4 1.627, N6 1.521, C32 1.639, H51 1.160
6 N -0.51664 -3.58004 1.03066  C5 1.521, C7 1.462, C11 1.335
7 C -0.98099 -4.90426 1.43912  N6 1.462, C8 1.586, H52 1.160, H53 1.158
8 C -0.13657 -5.68350 2.53226  C7 1.586, O9 1.242, F10 1.437
9 O 0.50986 -6.72953 2.35842  C8 1.242
10 F -0.10480 -5.12890 3.85725  C8 1.437
11 C 0.54461 -2.79460 1.22705  N6 1.335, O12 1.439, C13 1.638
12 O 1.65560 -3.23532 2.02770  C11 1.439, H54 0.990
13 C 0.42952 -1.37012 0.42759  C11 1.638, C14 1.600, C25 1.605, C32 1.631
14 C 1.96553 -1.08276 0.08540  C13 1.600, C15 1.640, H55 1.148, H56 1.158
15 C 2.24756 0.44093 -0.45287  C14 1.640, C16 1.616, H57 1.140, H58 1.158
16 C 3.07202 0.36881 -1.84143  C15 1.616, S17 1.890, H59 1.140, H60 1.141
17 S 4.06902 1.97066 -1.94646  C16 1.890, C18 1.881
18 C 2.85265 3.37235 -2.25122  S17 1.881, S19 1.696, N20 1.464
19 S 2.75948 3.91922 -3.85365  C18 1.696
20 N 2.04828 3.94386 -1.17027  C18 1.464, C21 1.497, C23 1.498
21 C 1.07785 4.97956 -1.64485  N20 1.497, C22 1.633, H61 1.155, H62 1.152
22 C 0.08585 5.43791 -0.43086  C21 1.633, H63 1.149, H64 1.156, H65 1.146
23 C 2.88421 4.46563 -0.04136  N20 1.498, C24 1.621, H66 1.146, H67 1.143
24 C 2.40849 3.69562 1.30289  C23 1.621, H68 1.159, H69 1.146, H70 1.159
25 C -0.05270 -0.35257 1.57077  C13 1.605, C26 1.591, H71 1.150, H72 1.157
26 C 0.82456 -0.33983 2.89773  C25 1.591, C27 1.548, C31 1.578
27 C 2.09861 0.50135 3.15365  C26 1.548, C28 1.568, H73 1.137
28 C 2.89376 0.45123 4.50426  C27 1.568, C29 1.554, H74 1.151
29 C 2.37508 -0.47348 5.64098  C28 1.554, C30 1.548, H75 1.139
30 C 1.08649 -1.31282 5.46246  C29 1.548, C31 1.545, H76 1.152
31 C 0.34550 -1.23118 4.10869  C26 1.578, C30 1.545, H77 1.143
32 C -0.60464 -1.78039 -0.76551  C5 1.639, C13 1.631, C33 1.598, S38 1.871
33 C -1.51701 -0.67329 -1.46949  C32 1.598, I34 2.193, C35 1.608, H78 1.158
34 I -3.11167 0.19360 -0.23940  C33 2.193
35 C -0.74754 0.52764 -2.21142  C33 1.608, C36 1.606, I37 2.222, H79 1.137
36 C -0.95619 2.00075 -1.60676  C35 1.606, H80 1.153, H81 1.161, H82 1.152
37 I -1.56361 0.65269 -4.27411  C35 2.222
38 S 0.20321 -2.76395 -2.13670  C32 1.871, C39 1.849, O40 1.533, O41 1.529
39 C -0.96635 -3.47853 -3.37770  S38 1.849, H83 1.157, H84 1.157, H85 1.140
40 O 1.01637 -3.95474 -1.61706  S38 1.533
41 O 1.20917 -1.93967 -2.94030  S38 1.529
42 H -7.54247 -3.59077 -0.33509  C1 1.151
43 H -6.69633 -5.03451 -1.16594  C1 1.153
44 H -6.46685 -4.76966 0.69945  C1 1.143
45 H -5.60805 -2.22750 -0.51456  C2 1.158
46 H -5.06119 -3.45898 -1.76010  C2 1.142
47 H -4.12413 -2.89640 1.17194  C3 1.141
48 H -4.21234 -4.70079 0.80585  C3 1.154
49 H -2.96813 -3.01848 -1.49863  C4 1.158
50 H -2.36795 -4.64394 -0.92033  C4 1.157
51 H -2.08614 -2.28174 1.03776  C5 1.160
52 H -2.06391 -4.83972 1.84849  C7 1.160
53 H -1.03265 -5.59217 0.50950  C7 1.158
54 H 1.95872 -4.10116 1.65564  O12 0.990
55 H 2.42239 -1.76901 -0.71330  C14 1.148
56 H 2.67655 -1.17206 0.99450  C14 1.158
57 H 1.30287 1.07637 -0.50215  C15 1.140
58 H 2.95531 0.98623 0.28326  C15 1.158
59 H 2.41984 0.36057 -2.77594  C16 1.140
60 H 3.83603 -0.47790 -1.85313  C16 1.141
61 H 0.37159 4.57315 -2.46298  C21 1.155
62 H 1.68282 5.89121 -2.00439  C21 1.152
63 H -0.02017 4.56112 0.30384  C22 1.149
64 H -0.96677 5.63646 -0.86568  C22 1.156
65 H 0.47470 6.39225 0.07045  C22 1.146
66 H 4.00454 4.25051 -0.15405  C23 1.146
67 H 2.77051 5.58958 0.13162  C23 1.143
68 H 1.73114 2.81047 0.98344  C24 1.159
69 H 1.77533 4.34099 2.00716  C24 1.146
70 H 3.29842 3.21339 1.86646  C24 1.159
71 H -0.04592 0.70410 1.11763  C25 1.150
72 H -1.14011 -0.55988 1.90822  C25 1.157
73 H 2.50148 1.20362 2.35585  C27 1.137
74 H 3.84335 1.09021 4.62898  C28 1.151
75 H 2.95961 -0.48963 6.61803  C29 1.139
76 H 0.69375 -2.00099 6.29815  C30 1.152
77 H -0.60620 -1.85064 3.98087  C31 1.143
78 H -2.10559 -1.22241 -2.30254  C33 1.158
79 H 0.36927 0.38393 -2.36709  C35 1.137
80 H -1.95725 2.49248 -1.89751  C36 1.153
81 H -0.15282 2.66511 -2.11687  C36 1.161
82 H -0.72856 2.08863 -0.48071  C36 1.152
83 H -0.32726 -3.92978 -4.22978  C39 1.157
84 H -1.46975 -4.39144 -2.87684  C39 1.157
85 H -1.72241 -2.74693 -3.81706  C39 1.140
86 O 2.96587 9.16852 -3.03387  S87 1.478
87 S 1.63952 9.00077 -2.40421  O86 1.478, O88 1.477, O89 1.482, O90 1.477
88 O 0.88275 10.26553 -2.49837  S87 1.477
89 O 1.81272 8.63175 -0.97968  S87 1.482
90 O 0.89772 7.93062 -3.10217  S87 1.477